Entry i
19
Properties=species:S:1:pos:R:3:mulliken_charge:R:1 method="wB97M-V/def2-TZVPD" lumo_ev=0.7 multiplicity=1 homo_ev=-9.59 smiles="CCC(=O)NCO.O"
C 1.42440 -2.04441 0.52267 -1.15
C 1.48798 -0.80946 -0.46499 -0.24
C 0.33438 0.03720 0.11659 0.31
O -0.13223 -0.10243 1.26086 -0.73
N -0.42837 1.05707 -0.41452 -0.17
C -0.79425 0.98973 -1.83404 -0.18
O -2.19666 0.62710 -1.91662 -0.54
H 0.42187 -2.46088 0.86220 0.28
H 2.04090 -2.89970 0.25110 0.35
H 1.59527 -1.69865 1.51863 0.33
H 1.51344 -1.15024 -1.44478 0.50
H 2.34844 -0.32033 0.08822 0.17
H -1.06962 1.69610 0.23829 0.32
H -0.80704 1.86979 -2.41912 0.25
H -0.07635 0.26102 -2.37189 0.17
H -2.60076 0.13841 -1.30340 0.29
O -1.33069 1.79469 2.54166 -0.67
H -1.26704 0.89720 2.32221 0.42
H -0.46367 2.11779 2.44696 0.29

Entry ii
19
Properties=species:S:1:pos:R:3:mulliken_charge:R:1 method="wB97M-V/def2-TZVPD" lumo_ev=0.7 multiplicity=1 homo_ev=-7.57
C 1.80941 -1.05842 -0.34639 -1.22
C 1.01978 -0.25733 -1.33802 0.26
O 1.79181 0.42766 -2.25230 -0.58
C -0.31289 -0.18274 -1.37559 0.76
N -1.20686 -0.73256 -0.43348 -0.58
O -0.93254 0.55093 -2.38166 -0.57
H 1.56822 -2.11850 -0.42029 0.28
H 2.86192 -0.92384 -0.57616 0.35
H 1.62774 -0.73086 0.67596 0.25
H 1.19462 0.87987 -2.86086 0.31
H -1.76753 -1.48529 -0.82162 0.21
H -0.71468 -1.06333 0.38616 0.24
H -1.85666 0.65135 -2.13055 0.34
C -1.11805 1.00248 2.55605 -0.63
O 0.11105 0.63269 1.97734 -0.48
H -1.12281 2.05725 2.84905 0.28
H -1.24088 0.38886 3.44695 0.22
H -1.95173 0.81394 1.87260 0.28
H 0.24007 1.14785 1.17281 0.28

Stability ranking, top and bottom: entry ii is the most stable and entry i is the least stable.

Entry i
19
Properties=species:S:1:pos:R:3:mulliken_charge:R:1 method="wB97M-V/def2-TZVPD" lumo_ev=-3.0 multiplicity=1 homo_ev=-9.31
C 1.58216 -0.41091 -0.56572 -0.55
N 0.52696 -0.15266 0.37161 -0.26
C -0.83659 -0.62066 0.10953 0.66
O -0.90714 -1.26221 -0.94759 -0.63
O -1.75726 -0.31999 0.90664 -0.73
C 1.18613 0.32802 -1.93438 -0.42
C 0.22997 1.46716 -1.73117 -0.66
H 1.64262 -1.46160 -0.87202 0.25
H 2.54940 0.03988 -0.32158 0.44
H 0.73521 0.04400 1.33501 0.21
H -0.60844 1.77025 0.15698 0.64
H 2.16144 0.70370 -2.30138 0.38
H 0.84425 -0.46729 -2.61337 0.28
H -0.12408 1.56543 -0.63847 -0.35
H -0.63627 1.48382 -2.36360 0.36
H 0.72519 2.42690 -1.87988 0.42
H -0.59487 0.20179 3.88349 0.31
H -0.71344 0.12678 2.38666 0.34
O -0.16428 0.53734 3.09018 -0.69

Entry ii
19
Properties=species:S:1:pos:R:3:mulliken_charge:R:1 method="wB97M-V/def2-TZVPD" lumo_ev=0.7 multiplicity=1 homo_ev=-10.10 smiles=CCC(O)(O)NCO
C 2.24978 0.49188 0.04549 -1.04
C 1.40109 -0.71290 0.43555 -0.64
C -0.03667 -0.68362 -0.10852 0.68
O -0.63164 -1.91938 0.18228 -0.57
O -0.01584 -0.55523 -1.50426 -0.53
N -0.84846 0.33199 0.51597 -0.44
C -1.90408 0.81785 -0.34194 -0.29
O -2.75000 1.61239 0.45905 -0.55
H 3.27302 0.36194 0.41277 0.36
H 2.29987 0.60753 -1.04181 0.25
H 1.85951 1.41937 0.47359 0.30
H 1.39020 -0.81993 1.52793 0.28
H 1.90405 -1.61350 0.05777 0.34
H -1.45216 -1.65578 0.62661 0.38
H 0.42184 -1.37069 -1.80338 0.35
H -0.26411 1.13996 0.71334 0.21
H -1.52079 1.44651 -1.15257 0.27
H -2.50862 0.01056 -0.76790 0.29
H -2.86700 1.09104 1.27003 0.33

Entry iii
19
Properties=species:S:1:pos:R:3:mulliken_charge:R:1 method="wB97M-V/def2-TZVPD" lumo_ev=0.2 multiplicity=1 homo_ev=-9.51
C 0.30816 -1.10447 -1.99591 -0.42
C -0.66264 -0.39022 -0.96034 -0.53
C 0.56470 -0.76421 1.31679 -0.57
C -0.11597 1.51344 0.80507 -0.48
H 1.61984 0.27317 -1.47606 0.36
H 0.77269 -2.08333 -1.71855 0.25
H -0.35105 -1.28559 -3.12297 0.25
H -1.51605 -1.01586 -0.87942 0.37
H -1.13720 0.40870 -1.49262 0.37
H 0.98778 -1.75730 0.90626 0.28
H 1.79667 -0.40557 1.80442 0.25
H -1.16317 -0.24631 2.14290 0.42
H 0.36390 2.88103 0.27719 0.27
H 0.82066 1.42954 1.78434 0.32
H -1.76876 2.15381 1.69629 0.35
N 0.14051 0.13190 0.11434 0.09
O 1.43934 -0.17894 -2.45038 -0.54
O -0.44123 -0.92872 2.41080 -0.51
O -1.65819 1.36896 0.83786 -0.52

Entry iv
19
Properties=species:S:1:pos:R:3:mulliken_charge:R:1 method="wB97M-V/def2-TZVPD" lumo_ev=0.1 multiplicity=1 homo_ev=-9.40 smiles="NC(=O)CCCO.O"
N 0.28004 1.70101 -1.57647 -0.28
C -0.42992 1.52526 -0.45287 0.35
O -0.99239 2.55831 -0.05493 -0.68
C -0.28327 0.17232 0.15579 -0.33
C -0.95393 0.06178 1.54164 -0.32
C -0.32895 -1.08684 2.37641 -0.52
O 0.29008 -2.12184 1.55483 -0.56
H 0.81287 1.06074 -2.15498 0.21
H 0.29309 2.65719 -1.93342 0.21
H -0.69611 -0.66962 -0.52742 0.26
H 0.73510 -0.33522 0.08565 0.24
H -1.14856 1.04935 2.25285 0.29
H -2.01259 -0.10009 1.31820 0.26
H 0.41206 -0.76753 3.07510 0.29
H -0.99725 -1.71276 2.93233 0.28
H 1.27158 -1.94367 1.45385 0.31
O 1.20258 -0.21669 -3.35387 -0.70
H 0.60101 -1.02452 -3.47781 0.34
H 1.94458 -0.80717 -3.21487 0.32

Stability ranking, top and bottom: entry ii is the most stable and entry iii is the least stable.